# 1
{
  "formula": "C10H11N",
  "method": "the ωB97M-V functional and the def2-TZVPD basis",
  "symbols": ["C", "C", "C", "C", "C", "C", "C", "C", "C", "C", "N", "H", "H", "H", "H", "H", "H", "H", "H", "H", "H", "H"],
  "xyz": [[3.376, -0.074, -0.318], [2.789, -1.106, 0.397], [2.701, 1.104, -0.458], [1.469, -1.055, 0.815], [1.397, 1.291, 0.027], [0.899, 0.145, 0.585], [-3.383, -0.728, 0.171], [-2.271, -1.098, -0.847], [-1.731, 1.404, 0.084], [-2.116, -0.031, 0.116], [-1.233, 0.457, 1.121], [4.279, -0.168, -0.763], [3.223, -2.120, 0.655], [3.121, 1.959, -1.003], [1.097, -1.906, 1.317], [1.097, 2.217, -0.161], [-4.132, -0.239, -0.261], [-3.527, -1.344, 0.990], [-1.501, -1.973, -0.758], [-2.435, -0.761, -1.801], [-0.995, 1.821, -0.541], [-2.124, 2.206, 0.632]],
  "lowdin_charge": [-0.090, -0.082, -0.079, -0.083, -0.059, 0.019, -0.026, -0.045, -0.105, -0.538, 0.116, 0.070, 0.128, 0.116, 0.101, 0.061, 0.062, 0.089, 0.142, 0.065, 0.059, 0.079],
  "e_above_lowest_kcal_mol": 149.2,
  "orbital_gap_ha": [0.3238, 0.3236],
  "homo_ev": [-8.2093, -8.2037]
}

# 2
{
  "formula": "C23H20BClF4PSn",
  "method": "the ωB97M-V functional and the def2-TZVPD basis",
  "symbols": ["C", "C", "C", "H", "C", "C", "H", "H", "H", "H", "Sn", "Cl", "P", "C", "C", "H", "C", "H", "C", "H", "C", "H", "C", "H", "C", "C", "H", "C", "H", "C", "H", "C", "H", "C", "H", "C", "C", "H", "C", "H", "C", "H", "C", "H", "C", "H", "F", "B", "F", "F", "F"],
  "xyz": [[-3.379, 2.123, -0.342], [-2.991, 1.027, -1.129], [-3.012, -0.147, -0.319], [-2.751, 1.063, -2.191], [-3.387, 0.212, 0.986], [-3.573, 1.651, 1.025], [-4.068, 2.198, 1.827], [-3.542, 3.144, -0.679], [-2.801, -1.157, -0.664], [-3.561, -0.453, 1.825], [-1.254, 2.057, 1.493], [-1.389, 0.639, 3.419], [0.601, -0.218, -0.029], [0.086, -1.967, -0.060], [0.273, -2.833, -1.149], [0.756, -2.477, -2.059], [-0.169, -4.156, -1.067], [-0.022, -4.818, -1.920], [-0.776, -4.631, 0.097], [-1.095, -5.673, 0.164], [-0.965, -3.770, 1.184], [-1.435, -4.134, 2.097], [-0.545, -2.444, 1.109], [-0.705, -1.752, 1.941], [0.998, 0.127, -1.777], [0.000, -0.079, -2.752], [-0.919, -0.608, -2.487], [0.189, 0.371, -4.058], [-0.594, 0.207, -4.799], [1.385, 1.004, -4.417], [1.540, 1.334, -5.446], [2.385, 1.191, -3.459], [3.331, 1.655, -3.738], [2.194, 0.773, -2.142], [2.974, 0.925, -1.394], [2.235, -0.311, 0.777], [3.052, -1.449, 0.728], [2.712, -2.348, 0.212], [4.306, -1.426, 1.346], [4.947, -2.307, 1.288], [4.740, -0.284, 2.027], [5.723, -0.269, 2.500], [3.910, 0.842, 2.102], [4.244, 1.734, 2.632], [2.657, 0.830, 1.493], [1.986, 1.689, 1.566], [-1.550, 3.824, 2.688], [-3.001, 4.668, 2.872], [-3.691, 3.873, 3.757], [-2.542, 5.868, 3.338], [-3.509, 4.680, 1.586]],
  "lowdin_charge": [-0.067, -0.079, -0.062, 0.114, -0.112, -0.268, 0.118, 0.137, 0.120, 0.115, 1.089, 0.052, 1.118, -0.382, -0.083, 0.109, -0.054, 0.117, -0.049, 0.118, -0.056, 0.117, -0.099, 0.067, -0.353, -0.117, 0.096, -0.058, 0.116, -0.045, 0.119, -0.051, 0.118, -0.058, 0.109, -0.369, -0.059, 0.111, -0.051, 0.117, -0.048, 0.119, -0.057, 0.117, -0.102, 0.078, -0.248, -1.063, 0.165, 0.189, 0.144],
  "e_above_lowest_kcal_mol": 0.0,
  "orbital_gap_ha": [0.1953, 0.1968],
  "total_charge": 1,
  "homo_ev": [-12.4171, -12.1588]
}

# 3
{
  "formula": "C27H27AsN5O6SSeTc",
  "method": "the ωB97M-V functional and the def2-TZVPD basis",
  "symbols": ["Tc", "C", "O", "C", "C", "C", "C", "C", "C", "N", "N", "C", "C", "O", "C", "C", "C", "C", "C", "C", "C", "C", "H", "H", "H", "H", "H", "H", "H", "H", "H", "H", "H", "H", "H", "C", "C", "N", "C", "C", "N", "C", "O", "O", "C", "O", "O", "H", "H", "H", "H", "H", "C", "As", "C", "C", "S", "H", "H", "H", "H", "H", "H", "H", "H", "H", "Se", "C", "N"],
  "xyz": [[0.457, 0.841, 0.262], [-1.705, 0.877, 3.925], [-1.710, 0.587, 2.534], [-2.767, 1.009, 1.803], [-3.905, 1.589, 2.350], [-4.954, 1.972, 1.529], [-4.885, 1.775, 0.161], [-3.754, 1.198, -0.386], [-2.688, 0.819, 0.420], [-1.491, 0.283, -0.193], [-1.787, -0.394, -1.230], [-0.923, -0.975, -2.090], [0.465, -1.148, -1.884], [1.084, -0.684, -0.840], [1.232, -1.888, -2.824], [0.651, -2.386, -3.942], [-0.743, -2.225, -4.209], [-1.319, -2.750, -5.381], [-2.661, -2.609, -5.620], [-3.463, -1.943, -4.683], [-2.923, -1.419, -3.533], [-1.547, -1.544, -3.274], [-1.772, 1.953, 4.099], [-0.758, 0.502, 4.300], [-2.523, 0.367, 4.436], [-3.979, 1.739, 3.416], [-5.830, 2.429, 1.970], [-5.695, 2.088, -0.483], [-3.682, 1.059, -1.454], [2.286, -2.016, -2.618], [1.249, -2.929, -4.665], [-0.684, -3.269, -6.089], [-3.101, -3.013, -6.521], [-4.526, -1.845, -4.864], [-3.558, -0.923, -2.813], [-1.368, 2.291, -2.979], [0.095, 2.133, -2.779], [0.728, 1.801, -1.663], [2.082, 1.844, -1.923], [2.273, 2.199, -3.222], [1.015, 2.377, -3.731], [3.449, 2.397, -4.117], [4.642, 2.214, -3.591], [3.253, 2.696, -5.265], [3.031, 1.555, -0.825], [4.239, 1.533, -1.004], [2.463, 1.338, 0.326], [-1.864, 2.409, -2.019], [-1.787, 1.430, -3.504], [-1.566, 3.184, -3.570], [0.854, 2.669, -4.687], [4.600, 1.958, -2.633], [4.074, -1.238, 1.194], [2.959, -0.469, 2.550], [3.631, 1.245, 3.101], [3.112, -1.616, 4.082], [0.832, -0.545, 2.134], [5.091, -1.276, 1.584], [4.047, -0.623, 0.301], [3.719, -2.245, 0.990], [4.431, 1.080, 3.822], [2.822, 1.799, 3.573], [3.994, 1.778, 2.230], [4.162, -1.699, 4.357], [2.714, -2.598, 3.836], [2.547, -1.188, 4.906], [0.260, 3.089, 1.148], [-1.251, 3.754, 0.317], [-2.186, 4.158, -0.221]],
  "lowdin_spin": [0.893, 0.000, -0.010, -0.004, 0.001, -0.005, 0.000, -0.005, -0.003, -0.040, 0.009, 0.027, 0.034, 0.057, -0.004, 0.020, 0.001, 0.003, 0.003, 0.001, 0.005, 0.000, 0.000, 0.001, 0.000, 0.000, 0.000, 0.000, 0.000, -0.001, 0.001, 0.000, 0.000, 0.000, 0.000, 0.000, 0.004, -0.003, 0.001, 0.002, 0.003, 0.000, 0.000, 0.000, 0.003, 0.007, 0.020, 0.000, 0.000, 0.000, 0.000, 0.000, 0.003, 0.010, 0.002, 0.000, 0.047, 0.000, 0.000, 0.000, 0.000, 0.000, 0.000, 0.000, 0.000, 0.000, -0.070, -0.001, -0.014],
  "multiplicity": 2,
  "e_above_lowest_kcal_mol": 0.0,
  "orbital_gap_ha": [0.2004, 0.2162],
  "total_charge": 1,
  "homo_ev": [-10.7328, -10.8142]
}

# 4
{
  "formula": "C5H12N2",
  "method": "the ωB97M-V functional and the def2-TZVPD basis",
  "symbols": ["C", "N", "C", "C", "C", "C", "N", "H", "H", "H", "H", "H", "H", "H", "H", "H", "H", "H", "H"],
  "xyz": [[-0.728, -2.424, -0.301], [-0.775, -1.981, 0.870], [-1.257, -0.620, 1.119], [-0.908, 0.466, 0.090], [0.612, 0.558, -0.075], [1.084, 1.077, -1.437], [1.103, 1.560, 0.922], [-0.245, -3.379, -0.505], [-1.154, -1.945, -1.193], [-0.774, -0.340, 2.060], [-2.326, -0.686, 1.310], [-1.254, 1.395, 0.532], [-1.358, 0.230, -0.873], [1.150, -0.377, 0.102], [2.115, 0.799, -1.625], [1.017, 2.167, -1.372], [0.455, 0.715, -2.249], [1.133, 1.181, 1.870], [2.112, 1.603, 0.756]],
  "lowdin_charge": [-0.079, -0.029, -0.239, -0.169, -0.460, -0.068, 0.012, 0.066, 0.078, 0.101, 0.111, 0.112, 0.093, 0.120, 0.070, 0.080, 0.070, 0.065, 0.068],
  "smiles": "C=NCC[C@@H](C)N",
  "e_above_lowest_kcal_mol": 33.2,
  "orbital_gap_ha": 0.3833,
  "homo_ev": -9.3408
}

# 5
{
  "formula": "C9H26AsB2F6NaO3Sn",
  "method": "the ωB97M-V functional and the def2-TZVPD basis",
  "symbols": ["Na", "Sn", "B", "H", "H", "H", "H", "B", "H", "H", "H", "H", "As", "F", "F", "F", "F", "F", "F", "C", "C", "O", "C", "H", "H", "H", "H", "H", "H", "C", "C", "O", "C", "H", "H", "H", "H", "H", "H", "C", "C", "O", "C", "H", "H", "H", "H", "H", "H"],
  "xyz": [[-0.085, -1.802, 7.360], [3.693, -5.342, 1.601], [4.560, -1.176, 5.747], [5.379, -1.450, 5.100], [4.171, -2.021, 6.294], [4.988, -0.460, 6.431], [3.775, -0.671, 5.206], [0.020, -6.014, 6.109], [0.410, -5.222, 5.489], [-0.976, -5.745, 6.426], [-0.119, -6.959, 5.607], [0.751, -6.176, 6.885], [-2.372, 0.238, 1.105], [-2.132, 0.800, -0.677], [-1.459, 1.749, 1.657], [-2.540, -0.466, 2.816], [-3.315, -1.159, 0.465], [-0.794, -0.646, 0.870], [-3.831, 1.276, 1.297], [4.007, 2.776, -1.409], [4.843, 2.114, -0.330], [5.033, 0.926, -0.352], [5.374, 3.065, 0.749], [3.906, 2.068, -2.232], [4.479, 3.657, -1.844], [3.009, 3.000, -1.034], [5.132, 4.112, 0.568], [6.434, 2.818, 0.687], [4.923, 2.688, 1.667], [-3.253, -6.563, -3.558], [-1.986, -6.517, -4.394], [-0.834, -6.289, -3.942], [-2.149, -6.845, -5.924], [-3.859, -7.358, -3.993], [-3.864, -5.684, -3.761], [-3.191, -6.603, -2.470], [-1.087, -6.774, -6.156], [-2.670, -6.055, -6.464], [-2.618, -7.827, -5.988], [-1.926, 8.386, -2.547], [-3.352, 8.476, -3.003], [-3.678, 9.208, -3.957], [-4.308, 7.586, -2.317], [-1.580, 7.374, -2.758], [-1.964, 8.550, -1.471], [-1.262, 9.087, -3.053], [-5.201, 7.368, -2.903], [-4.484, 7.959, -1.308], [-3.999, 6.541, -2.290]],
  "lowdin_charge": [0.939, 1.231, -0.323, -0.062, -0.097, -0.043, -0.082, -0.305, -0.082, -0.063, -0.058, -0.060, 1.001, -0.354, -0.339, -0.350, -0.310, -0.338, -0.306, -0.030, -0.507, 0.055, -0.014, 0.077, 0.078, 0.093, 0.076, 0.085, 0.088, -0.030, -0.429, 0.004, -0.018, 0.074, 0.088, 0.083, 0.071, 0.080, 0.076, -0.030, -0.495, 0.035, -0.038, 0.089, 0.085, 0.084, 0.086, 0.094, 0.089],
  "orbital_gap_ha": 0.0927,
  "homo_ev": -9.0421
}

# 6
{
  "formula": "C5H20O5Ti",
  "method": "the ωB97M-V functional and the def2-TZVPD basis",
  "symbols": ["Ti", "C", "O", "H", "H", "H", "H", "C", "O", "H", "H", "H", "H", "C", "O", "H", "H", "H", "H", "C", "O", "H", "H", "H", "H", "C", "O", "H", "H", "H", "H"],
  "xyz": [[0.040, 0.208, 0.429], [4.811, -0.598, 1.126], [3.669, -1.277, 0.558], [5.594, -1.284, 1.447], [5.208, 0.139, 0.428], [4.390, 0.016, 1.922], [4.011, -1.938, -0.048], [-4.308, -1.610, -1.641], [-3.528, -0.563, -1.030], [-4.374, -2.559, -1.109], [-5.245, -1.182, -1.995], [-3.782, -1.899, -2.551], [-3.112, -0.156, -1.795], [-2.595, 0.321, 4.429], [-1.344, -0.034, 4.014], [-2.716, 1.375, 4.679], [-3.370, 0.326, 3.662], [-3.006, -0.250, 5.262], [-0.724, -0.053, 4.747], [0.900, -2.506, -4.795], [0.996, -1.585, -3.708], [-0.174, -2.681, -4.846], [1.161, -2.038, -5.744], [1.433, -3.427, -4.558], [1.938, -1.404, -3.724], [0.896, 4.033, 1.115], [-0.018, 3.726, 0.054], [1.739, 3.452, 0.742], [1.298, 5.045, 1.090], [0.523, 3.822, 2.117], [-0.312, 4.579, -0.275]],
  "lowdin_spin": [2.931, 0.001, 0.008, 0.000, 0.000, 0.000, 0.000, 0.000, 0.013, 0.000, 0.000, 0.000, 0.002, 0.000, 0.010, 0.000, 0.000, 0.000, 0.000, 0.000, 0.004, 0.000, 0.000, 0.000, 0.000, 0.010, 0.013, 0.005, 0.000, 0.001, 0.000],
  "multiplicity": 4,
  "e_above_lowest_kcal_mol": 79.8,
  "orbital_gap_ha": [0.2499, 0.3160],
  "total_charge": 1,
  "homo_ev": [-11.0614, -13.0768]
}

# 7
{
  "formula": "C2H32NO12",
  "method": "the ωB97M-V functional and the def2-TZVPD basis",
  "symbols": ["C", "C", "N", "H", "H", "H", "H", "H", "H", "H", "H", "H", "H", "O", "H", "H", "O", "H", "H", "O", "H", "H", "O", "H", "H", "O", "H", "H", "O", "H", "H", "O", "H", "H", "O", "H", "H", "O", "H", "H", "O", "H", "H", "O", "H", "H", "O"],
  "xyz": [[2.280, -2.572, -0.843], [1.304, -1.732, -1.697], [1.093, -0.360, -1.086], [3.219, -2.139, -0.572], [1.874, -2.895, 0.174], [2.620, -3.321, -1.635], [1.699, -1.744, -2.728], [0.339, -2.292, -1.674], [1.270, -0.354, -0.028], [0.131, -0.134, -1.279], [1.697, 0.333, -1.509], [-0.102, 2.879, 1.271], [-0.845, 3.260, 2.533], [0.017, 2.774, 2.239], [-1.965, 0.459, -3.917], [-2.654, 0.576, -2.473], [-2.173, 1.063, -3.162], [-0.176, 4.910, 0.187], [1.152, 4.839, -0.615], [0.474, 4.343, -0.163], [2.732, 0.786, 2.055], [1.217, 0.958, 2.109], [1.916, 0.268, 1.854], [4.037, -2.045, 2.204], [2.605, -1.860, 1.977], [3.402, -2.196, 1.516], [-0.724, 1.348, 2.704], [-1.466, 0.276, 1.869], [-0.832, 0.343, 2.657], [-4.298, -1.760, -0.136], [-5.001, -0.363, 0.012], [-4.353, -0.900, -0.515], [-0.645, 3.919, -2.863], [-1.592, 2.785, -2.489], [-0.701, 3.127, -2.305], [0.112, -1.225, 2.989], [-0.063, -2.069, 4.083], [0.237, -2.133, 3.190], [1.660, 1.469, -3.853], [0.240, 1.757, -3.259], [1.056, 1.237, -3.199], [-1.141, -3.810, 1.297], [-1.062, -2.682, 2.185], [-1.513, -2.952, 1.423], [-2.955, -0.432, -0.013], [-2.009, -1.307, 0.967], [-2.113, -0.433, 0.521]],
  "lowdin_charge": [-0.100, -0.189, 0.173, 0.046, 0.094, 0.109, 0.123, 0.129, 0.149, 0.117, 0.121, 0.044, 0.135, -0.085, 0.089, 0.050, -0.059, 0.023, 0.054, -0.027, 0.087, 0.050, -0.093, 0.044, 0.024, -0.083, 0.017, 0.022, -0.138, 0.057, 0.116, -0.016, 0.069, 0.025, -0.080, -0.024, 0.063, -0.021, 0.024, 0.011, -0.033, 0.053, -0.042, -0.025, -0.009, 0.016, -0.110],
  "e_above_lowest_kcal_mol": 0.0,
  "orbital_gap_ha": 0.4009,
  "total_charge": 1,
  "homo_ev": -13.3985
}

# 8
{
  "formula": "C3H10N2",
  "method": "the ωB97M-V functional and the def2-TZVPD basis",
  "symbols": ["C", "C", "C", "N", "N", "H", "H", "H", "H", "H", "H", "H", "H", "H", "H"],
  "xyz": [[2.090, 0.426, -0.141], [-1.656, -0.932, -0.314], [1.394, -0.582, 0.669], [-1.107, 1.344, 0.037], [-1.235, 0.046, 0.532], [3.170, 0.285, -0.214], [1.651, 0.397, -1.165], [1.904, 1.453, 0.218], [-1.197, -1.873, 0.152], [-2.844, -1.011, -0.153], [-1.456, -0.918, -1.359], [1.144, -1.399, 0.192], [1.294, -0.426, 1.711], [-1.696, 1.813, 0.717], [-1.455, 1.375, -0.882]],
  "lowdin_charge": [-0.194, -0.233, -0.051, 0.020, -0.160, 0.063, 0.070, 0.064, 0.092, 0.123, 0.052, -0.022, 0.043, 0.085, 0.048],
  "e_above_lowest_kcal_mol": 117.4,
  "orbital_gap_ha": [0.3281, 0.3039],
  "homo_ev": [-7.8857, -7.4699]
}